Here is a molecular structure, C2H4O3Tl at a distorted geometry from the Open Molecules 2025 dataset. Energies are from ωB97M-V/def2-TZVPD.

Properties
Total charge ... +1
LUMO energy ... -7.220 eV
Energy above the lowest of the compared OMol25 structures with the same formula, charge and spin ... 136.5 kcal/mol
Electronic energy ... -12961.41931 eV

Each line ends with the Löwdin charge.
Positions of all 10 atoms, in Å:
O 0.67 0.82 -1.03  -0.0730
C -0.21 0.91 -0.16  -0.0896
C -1.08 -0.32 -0.07  -0.2818
O -0.43 -1.45 -0.50  -0.2609
H 0.28 1.29 0.91  0.2311
H -1.99 -0.07 -0.66  0.1609
H -1.42 -0.35 0.99  0.1549
Tl 1.38 -1.13 -0.91  1.3670
O 2.55 -0.86 0.52  -0.2495
H 3.48 -0.65 0.47  0.0410